Density functional theory data (wB97M-V/def2-TZVPD) for a single C5H10O molecule.

Each line ends with the Löwdin charge.
CARTESIAN COORDINATES (ANGSTROEM)
O (1.52, -0.83, -1.00)  0.089
C (-1.13, -1.23, 0.61)  -0.059
C (-0.53, 0.08, 0.06)  -0.355
C (1.85, 0.68, 0.77)  -0.026
C (-1.07, 0.54, -1.31)  -0.056
C (1.05, -0.12, -0.15)  -0.472
H (2.87, 0.78, 0.27)  0.122
H (1.86, 0.21, 1.76)  0.099
H (-0.59, 1.53, -1.44)  0.097
H (-0.48, 0.87, 0.84)  0.116
H (1.31, 1.60, 0.99)  0.077
H (-0.88, -2.00, -0.20)  0.108
H (-0.53, -1.38, 1.47)  0.056
H (-2.23, -1.21, 0.70)  0.085
H (-0.91, -0.16, -2.09)  0.066
H (-2.11, 0.63, -1.28)  0.053

Calculated values
- LUMO: 0.95 eV
- Gap between HOMO and LUMO: 10.272 eV
- 2S+1: 1
- Charge: 0
- Energy above the lowest of the compared OMol25 structures with the same formula, charge and spin: 83.3 kJ/mol

---

Density functional theory data (wB97M-V/def2-TZVPD) for a 2-piece molecular cluster, C5H10O overall.

Each line ends with the Löwdin charge.
CARTESIAN COORDINATES (ANGSTROEM)
O (-0.98, 0.99, 1.59)  0.004
C (-0.75, -1.74, -1.28)  -0.153
C (-0.40, 1.90, 0.97)  -0.344
C (-0.16, -2.25, 0.12)  -0.107
C (0.18, -1.30, -2.24)  -0.022
C (0.74, 2.70, 1.43)  -0.080
H (-0.77, -2.25, 0.96)  0.024
H (1.12, 2.21, 2.39)  0.098
H (1.16, -1.43, -2.02)  -0.006
H (1.54, 2.67, 0.64)  0.082
H (0.78, -1.80, 0.42)  0.058
H (-0.93, 2.24, 0.13)  0.088
H (0.33, 3.88, 1.51)  0.154
H (-0.07, -0.96, -3.29)  0.061
H (0.06, -3.32, 0.03)  0.062
H (-1.83, -1.54, -1.36)  0.081

Calculated values
- LUMO: 0.85 eV
- Gap between HOMO and LUMO: 10.137 eV
- 2S+1: 1
- Charge: 0
- Energy above the lowest of the compared OMol25 structures with the same formula, charge and spin: 261.3 kJ/mol

---

Largest force on an atom readings, ordered: 3.052; 5.674 eV/A
Electronic energy readings, ordered: -7393.9024; -7392.0569 eV